(1)
A molecular structure, C30H30IN2Pd at a distorted geometry. Source: OMol25; level of theory: ωB97M-V with the def2-TZVPD basis set.

```
64
Properties=species:S:1:pos:R:3:mulliken_charge:R:1
I 3.210 -0.001 0.642 0.2300
Pd 0.508 0.121 0.233 -0.1542
N -1.497 -0.179 -0.391 0.0805
N 0.321 -2.018 0.125 0.9589
C -0.814 -2.417 -0.351 0.6504
C 3.233 2.102 0.353 0.3803
C 1.813 -3.515 1.300 1.0987
C 1.462 -2.856 0.114 -1.5979
C 4.374 4.145 -0.114 -0.6158
C 0.980 -3.312 2.535 -1.3449
C 0.780 2.094 0.827 -0.1678
C 0.809 4.886 0.646 -0.7735
C -2.546 1.759 -1.372 1.1853
C -0.316 4.237 1.084 -0.8410
C 2.930 -4.337 1.289 -0.9367
C -3.490 2.773 -1.297 -0.9260
C -3.241 0.993 0.849 1.4784
C 2.007 4.176 0.386 0.8526
C -1.610 1.612 -2.539 -1.3581
C 3.352 -3.799 -1.015 -0.9901
C -2.460 0.851 -0.310 -0.4763
C -0.308 2.842 1.241 -0.3211
C 3.204 4.838 0.039 -0.9090
C -1.869 -1.424 -0.419 0.5465
C -4.306 2.896 -0.184 -0.9983
C 2.002 2.759 0.518 0.8505
C 1.864 -2.227 -2.305 -1.3050
C -4.167 2.026 0.888 -0.9557
C 3.687 -4.491 0.138 -0.8533
C -3.010 0.091 2.034 -1.3371
C 4.400 2.751 0.062 -0.6187
C -1.060 -3.820 -0.810 -1.6853
C 2.240 -2.968 -1.051 2.1167
C -3.293 -1.852 -0.597 -1.8221
H -1.764 -4.311 -0.134 0.4057
H -3.417 0.536 2.940 0.5172
H 0.814 5.965 0.546 0.4073
H -0.137 -4.393 -0.827 0.3981
H -1.505 -3.827 -1.806 0.3906
H 1.109 -2.775 -2.876 0.2902
H -1.186 2.375 1.659 0.4917
H -3.582 3.480 -2.112 0.4513
H 1.510 -3.661 3.419 0.4772
H 2.734 -2.094 -2.946 0.4921
H -1.940 -0.077 2.180 0.2361
H 4.545 -5.149 0.144 0.4421
H -1.856 0.732 -3.136 0.2834
H 5.290 4.664 -0.362 0.4000
H 3.211 -4.859 2.196 0.4464
H 0.034 -3.856 2.470 0.2679
H -3.432 -2.233 -1.612 0.4173
H 0.738 -2.254 2.663 0.1849
H 5.328 2.205 -0.038 0.4262
H -4.781 2.156 1.771 0.4861
H 3.964 -3.906 -1.902 0.4748
H -3.481 -0.885 1.901 0.2956
H -3.979 -1.023 -0.450 0.4116
H -3.551 -2.658 0.091 0.3975
H 1.453 -1.242 -2.080 0.1161
H -0.586 1.485 -2.176 0.1796
H -5.048 3.682 -0.142 0.4327
H -1.211 4.787 1.344 0.4812
H 3.181 5.913 -0.089 0.4030
H -1.645 2.486 -3.186 0.4548
```

Summary:
HOMO level (alpha / beta) = -9.88 / -11.07 eV
⟨S²⟩ = 2.028
Multiplicity = 3
HOMO-LUMO gap (alpha / beta) = 6.19 / 5.85 eV
Energy above the lowest of the compared OMol25 structures with the same formula, charge and spin = 9.67 kcal per mole
LUMO (alpha / beta) = -3.6884 / -5.2122 eV
Total energy = -46151.171 eV
Total charge = +1


(2)
6 unconnected molecules or ions with the total composition C30H30N6 at a distorted geometry. Source: OMol25; level of theory: ωB97M-V with the def2-TZVPD basis set.

```
66
Properties=species:S:1:pos:R:3:mulliken_charge:R:1
N 5.238 -3.405 -3.000 -0.5429
N 0.524 3.769 -0.466 -0.3850
N 0.974 1.261 3.636 -0.0074
N 1.053 -0.871 -1.167 -0.2223
N -6.448 -3.739 -3.365 -0.5383
N -2.345 2.362 2.660 -0.2734
C 0.585 0.354 -1.383 -0.3257
C -5.790 -3.616 -4.519 -0.1882
C -3.906 0.573 2.929 -0.4513
C 6.426 -1.506 -3.842 -0.2661
C 2.342 4.600 1.464 -0.4854
C -5.894 -3.203 -2.281 -0.4291
C 1.703 0.861 4.667 -0.4268
C 4.223 -1.245 -3.010 0.1023
C -2.198 2.380 3.972 -0.2410
C 0.307 3.530 0.821 -0.2710
C -1.649 -0.328 -1.008 -0.0076
C 1.160 3.970 1.825 -0.3747
C -4.551 -3.002 -4.624 -0.5348
C 1.635 4.418 -0.810 -0.4458
C 2.371 -0.361 4.697 -0.4070
C 2.319 -1.165 3.575 -0.4887
C 6.317 -2.860 -3.531 -0.2510
C -1.178 -1.605 -0.727 -0.5701
C -2.832 1.495 4.844 -0.4074
C 4.207 -2.598 -2.746 -0.2891
C 2.571 4.812 0.118 -0.3081
C -3.732 0.596 4.306 -0.2926
C -4.602 -2.714 -2.266 -0.0298
C 1.598 -0.730 2.467 -0.3791
C -0.764 0.689 -1.298 -0.8782
C 0.181 -1.830 -0.855 -0.2991
C -3.194 1.474 2.156 -0.2482
C -3.922 -2.597 -3.469 -0.0153
C 0.925 0.480 2.566 -0.0840
C 5.344 -0.685 -3.600 -0.5000
H 1.654 -1.277 1.535 0.3354
H 3.393 -0.601 -2.751 0.2562
H 1.787 1.493 5.546 0.3597
H -1.520 3.122 4.382 0.3400
H 0.288 0.819 1.754 0.3351
H 1.354 1.094 -1.578 0.3981
H -4.220 -0.139 4.934 0.3699
H -6.276 -4.050 -5.385 0.3554
H 7.337 -1.140 -4.296 0.3635
H 3.468 5.320 -0.224 0.3739
H -1.020 1.730 -1.449 0.5410
H 3.034 4.880 2.245 0.3995
H -1.868 -2.422 -0.563 0.4363
H 1.758 4.626 -1.865 0.3850
H -2.921 -2.187 -3.525 0.4152
H -2.719 -0.152 -0.944 0.5606
H 5.464 0.375 -3.784 0.3651
H -4.549 -0.128 2.412 0.3656
H 3.361 -3.109 -2.302 0.4005
H 0.622 -2.820 -0.784 0.3944
H -4.135 -2.341 -1.364 0.2361
H 7.146 -3.522 -3.766 0.3431
H 0.946 3.765 2.864 0.3937
H -0.565 2.929 1.048 0.7233
H 2.862 -0.682 5.606 0.3886
H -4.138 -2.798 -5.604 0.3547
H 2.813 -2.129 3.563 0.3858
H -6.533 -3.181 -1.405 0.3615
H -2.571 1.486 5.892 0.3785
H -3.252 1.475 1.072 0.4464
```

Summary:
HOMO level = -9.39 eV
Structure (SMILES) = c1ccncc1.c1ccncc1.c1ccncc1.c1ccncc1.c1ccncc1.c1ccncc1
HOMO-LUMO gap = 9.94 eV
Energy above the lowest of the compared OMol25 structures with the same formula, charge and spin = 17.84 kcal per mole
LUMO = 0.5529 eV
Total energy = -40535.897 eV
Total charge = 0


(3)
6 unconnected molecules or ions with the total composition C30H30N6 at a distorted geometry. Source: OMol25; level of theory: ωB97M-V with the def2-TZVPD basis set.

```
66
Properties=species:S:1:pos:R:3:mulliken_charge:R:1
N -2.141 1.931 -4.485 -0.6051
N 0.092 3.888 -0.194 -0.4136
N -2.321 0.597 1.666 -0.1123
N 1.180 -3.467 -0.483 -0.5917
N 3.118 -1.584 3.596 -0.4147
N 1.909 -4.138 -5.637 -0.6061
C 0.310 4.717 0.823 -0.5125
C -3.940 1.859 2.865 -0.6161
C -3.335 0.976 -2.164 -0.2552
C 2.397 0.500 5.287 -0.1783
C 1.327 -2.956 -5.857 -0.1923
C 1.184 4.382 1.844 -0.4084
C 3.960 -0.607 3.877 -0.3048
C -2.886 0.820 -4.529 -0.3031
C 3.075 -3.236 -3.805 -0.1871
C 3.627 0.454 4.658 -0.3163
C 0.169 -2.988 -1.230 -0.3693
C -3.060 -0.487 1.791 -0.1905
C 2.481 -1.975 -4.000 -0.4615
C -1.867 2.497 -3.317 -0.4040
C 1.835 3.108 1.797 -0.2610
C -3.528 0.289 -3.410 -0.3756
C 1.612 -2.756 0.503 -0.2795
C -4.310 -0.463 2.390 -0.6810
C -0.502 -1.831 -0.932 -0.5189
C 1.535 -1.893 -5.014 -0.2632
C 0.628 2.693 -0.239 -0.1512
C -4.790 0.740 2.936 -0.2494
C 0.996 -1.580 0.893 -0.5276
C -2.728 1.708 2.252 -0.1455
C 2.751 -4.324 -4.615 -0.2626
C -0.120 -1.085 0.207 0.0408
C -2.441 2.028 -2.142 -0.2767
C 1.563 -0.584 5.042 -0.2914
C 1.941 -1.628 4.205 -0.4064
C 1.524 2.258 0.731 -0.5480
H 1.254 -1.103 1.854 0.2146
H 0.694 -2.895 -6.747 0.3676
H 3.256 -5.274 -4.513 0.3860
H 2.016 1.305 0.714 0.4461
H 2.598 -1.179 -3.313 0.5080
H 2.224 1.326 5.980 0.4072
H 3.803 -3.290 -2.997 0.3199
H -4.913 -1.371 2.374 0.3657
H -1.353 -1.532 -1.580 0.3016
H -0.716 -0.213 0.534 1.0611
H -4.138 -0.606 -3.437 0.4154
H 1.404 5.071 2.662 0.3864
H -2.653 -1.399 1.331 0.3791
H -5.795 0.820 3.365 0.3755
H 0.608 -0.670 5.625 0.3307
H 0.388 2.051 -1.028 0.5699
H 0.006 5.726 0.709 0.4251
H 4.328 1.247 4.877 0.4168
H -2.866 0.333 -5.479 0.4104
H -2.085 2.619 2.210 0.2666
H -4.293 2.726 3.379 0.4170
H -2.271 2.598 -1.232 0.4841
H 0.923 -1.008 -5.177 0.3832
H -0.106 -3.458 -2.144 0.3971
H 4.966 -0.699 3.479 0.3496
H 1.386 -2.544 4.190 0.4205
H -3.805 0.595 -1.247 0.3863
H 2.575 2.823 2.526 0.4752
H -1.109 3.250 -3.328 0.4989
H 2.432 -3.113 1.106 0.4747
```

Summary:
HOMO level = -9.20 eV
Structure (SMILES) = c1ccncc1.c1ccncc1.c1ccncc1.c1ccncc1.c1ccncc1.c1ccncc1
HOMO-LUMO gap = 9.69 eV
Energy above the lowest of the compared OMol25 structures with the same formula, charge and spin = 40.21 kcal per mole
LUMO = 0.4881 eV
Total energy = -40534.927 eV
Total charge = 0


(4)
A molecular structure, C30H30NOPt at a distorted geometry. Source: OMol25; level of theory: ωB97M-V with the def2-TZVPD basis set.

```
63
Properties=species:S:1:pos:R:3:mulliken_charge:R:1
Pt 0.014 0.091 1.548 1.3740
O -0.092 0.400 -3.033 -0.4645
N -1.419 1.638 -4.374 -0.2795
C -2.178 -1.432 -2.240 1.9428
C 1.724 1.321 1.256 -0.6395
C 3.364 2.058 -4.040 -0.6901
C 2.489 0.244 -5.394 -0.6641
C -1.113 -1.668 1.418 -0.7193
C -1.235 0.708 -3.374 0.4365
C 2.498 -0.612 0.192 -1.1080
C -3.540 -2.110 -1.999 -1.7749
C -2.436 0.042 -2.709 -0.9460
C -1.766 1.980 4.319 1.0940
C -1.214 1.368 2.080 -0.9645
C -1.695 1.726 7.102 -0.3449
C -0.825 0.947 6.316 -0.7277
C -1.866 -1.001 0.315 -1.2941
C 2.086 2.622 -3.971 -0.4214
C -2.603 2.625 6.493 -0.5576
C -0.156 -2.555 0.734 -1.1696
C -1.410 -1.511 -0.919 0.7225
C -1.833 2.085 2.912 -0.0559
C 3.569 0.875 -4.760 -0.4544
C -0.354 2.658 -4.520 -1.0926
C -1.477 -2.187 -3.371 -2.2323
C 1.008 2.012 -4.618 0.8617
C 2.216 -0.061 1.492 -0.4687
C 1.216 0.820 -5.337 -0.1358
C -2.630 2.748 5.109 -0.4394
C -0.860 1.071 4.937 -0.0992
C 1.521 1.438 -0.185 -0.7885
C 2.054 0.288 -0.790 0.5168
C -0.345 -2.442 -0.644 -0.4146
H 1.886 3.513 -3.365 0.3943
H -2.731 -0.347 0.459 0.6765
H -3.315 3.421 4.600 0.4517
H 2.187 0.149 -1.871 0.3395
H 0.376 0.303 -5.806 0.3653
H -0.551 3.247 -5.427 0.3675
H -2.358 2.000 -4.512 0.3410
H -2.697 0.654 -1.833 0.3037
H -1.342 -3.250 -3.149 0.5248
H -3.404 -3.166 -1.717 0.4041
H 3.059 -1.535 0.018 0.4792
H -0.496 -1.741 -3.558 0.3622
H -1.503 -1.796 2.435 0.7339
H -1.662 1.632 8.194 0.3754
H 4.576 0.456 -4.836 0.3913
H 1.023 2.252 -0.735 0.4977
H -3.297 0.048 -3.410 0.4620
H -0.404 3.374 -3.670 0.3523
H 2.529 -0.467 2.466 0.5901
H 2.628 -0.703 -5.923 0.3906
H -2.082 -2.085 -4.282 0.4094
H 4.192 2.549 -3.522 0.3830
H 1.713 2.109 2.028 0.6405
H 0.571 -3.195 1.226 0.4045
H -4.150 -2.092 -2.912 0.4980
H -0.203 0.466 4.307 0.1679
H -0.122 0.255 6.787 0.3981
H -4.115 -1.621 -1.199 0.3654
H 0.146 -3.007 -1.429 0.5436
H -3.277 3.224 7.106 0.3848
```

Summary:
HOMO level (alpha / beta) = -9.77 / -10.63 eV
⟨S²⟩ = 6.055
Multiplicity = 5
HOMO-LUMO gap (alpha / beta) = 7.01 / 4.74 eV
Energy above the lowest of the compared OMol25 structures with the same formula, charge and spin = 9.77 kcal per mole
LUMO (alpha / beta) = -2.7572 / -5.8891 eV
Total energy = -38366.670 eV
Total charge = +1


(5)
A molecular structure, C30H31BCl3F4N8S3Ti at a distorted geometry. Source: OMol25; level of theory: ωB97M-V with the def2-TZVPD basis set.

```
81
Properties=species:S:1:pos:R:3:mulliken_charge:R:1
Ti 0.081 -0.716 0.569 0.3260
Cl -3.756 -1.374 -3.268 -0.0700
Cl -5.062 -1.926 -0.709 -0.1430
Cl -4.494 0.945 -1.648 -0.0062
S 1.086 1.316 1.663 -0.1689
S -1.723 4.404 -0.774 -0.5385
S 0.316 0.300 -1.621 -0.2418
F 4.713 -2.412 -0.265 -0.3056
F 0.688 -5.682 1.365 -0.3577
F 2.087 -1.362 0.021 0.3158
F 3.350 -6.492 1.553 -0.3064
N 1.090 3.994 1.513 0.5224
N -3.144 6.042 0.759 0.2008
N -1.347 5.249 1.782 0.2464
N 0.245 -2.638 1.155 1.0381
N 0.073 -2.821 -2.409 0.2908
N -1.812 -0.596 -0.069 0.1678
N 2.836 3.084 0.522 0.3195
N -1.025 -0.770 2.735 0.6654
C 0.951 -0.601 -2.952 0.7519
C 1.846 -1.606 -5.425 -0.6708
C 3.713 2.094 -0.031 -0.6438
C 0.644 -1.999 -3.309 -0.6313
C -1.982 6.133 2.607 -0.5840
C -0.077 -0.858 3.907 -1.0603
C 2.412 -2.673 0.279 -0.1838
C 1.917 5.038 1.071 -0.4999
C -3.964 -0.684 -1.664 0.5560
C -0.252 -4.059 -2.789 0.5472
C 0.750 -3.762 -4.983 -0.9371
C -2.700 -0.779 -0.825 -0.1770
C -1.702 -2.064 2.582 -0.9643
C -2.053 0.261 3.131 -1.1664
C 1.759 0.135 -3.786 -0.5023
C 2.169 -0.349 -5.025 -0.7957
C 3.708 -3.166 0.264 0.0483
C 2.965 4.466 0.413 -0.5317
C -3.112 6.630 2.024 -0.4453
C 4.033 -4.434 0.730 -0.6943
C 1.690 -4.798 1.105 0.0405
C -1.101 -4.910 -1.882 -0.9611
C -0.690 -3.179 2.158 -0.9466
C 1.668 2.812 1.168 -0.6584
C 1.094 -2.473 -4.603 0.8548
C 1.381 -3.428 0.902 0.1516
C 2.974 -5.280 1.064 0.3329
C 0.052 -4.561 -4.081 -0.7088
C -2.039 5.225 0.583 -0.0332
C -4.068 6.442 -0.322 -0.9048
B -0.278 4.182 2.246 0.4067
H -2.146 -4.545 -1.885 0.1766
H -2.650 0.529 2.261 0.2590
H -0.285 -5.575 -4.317 0.3811
H -3.845 7.459 -0.688 0.2877
H -0.743 -4.921 -0.843 -0.0316
H -0.688 -0.994 4.826 0.3539
H 1.587 6.055 1.149 0.4721
H 3.790 4.946 -0.116 0.4031
H -1.312 -3.969 1.688 0.3324
H 0.561 0.023 3.924 0.2941
H -1.555 6.375 3.570 0.4279
H -4.010 5.675 -1.103 0.2962
H -2.182 -2.347 3.538 0.4534
H 4.476 2.608 -0.681 0.3193
H -2.437 -1.913 1.805 0.3286
H 0.504 -1.746 3.652 0.2516
H -0.856 3.186 2.279 -0.3793
H -0.122 -3.572 3.066 0.4554
H -0.027 4.408 3.411 -0.2109
H 3.119 1.404 -0.681 0.1277
H -1.566 1.114 3.627 0.3577
H 4.265 1.480 0.735 0.2245
H -1.141 -5.920 -2.296 0.4609
H -5.072 6.440 0.132 0.3167
H 5.059 -4.772 0.755 0.4899
H -3.952 7.183 2.423 0.3891
H 0.988 -4.109 -5.979 0.4105
H -2.723 -0.251 3.879 0.3487
H 2.246 -2.026 -6.363 0.3145
H 2.004 1.166 -3.525 0.4511
H 2.802 0.312 -5.677 0.2946
```

Summary:
HOMO level (alpha / beta) = -6.34 / -6.34 eV
⟨S²⟩ = 0.756
Multiplicity = 2
HOMO-LUMO gap (alpha / beta) = 5.20 / 5.25 eV
Energy above the lowest of the compared OMol25 structures with the same formula, charge and spin = 60.08 kcal per mole
LUMO (alpha / beta) = -1.1381 / -1.0947 eV
Total energy = -148268.569 eV
Total charge = 0


(6)
2 unconnected molecules or ions with the total composition C30H31BF6O2 at a distorted geometry. Source: OMol25; level of theory: ωB97M-V with the def2-TZVPD basis set.

```
70
Properties=species:S:1:pos:R:3:mulliken_charge:R:1
F 3.890 -0.407 2.865 -0.2387
F 4.279 -1.869 4.459 -0.2974
F 4.303 -2.507 2.358 -0.2749
F -6.002 5.441 0.882 -0.2506
F -6.746 3.811 2.160 -0.2407
F -6.560 3.508 -0.006 -0.2698
O -2.765 -2.071 4.566 -0.6426
O -2.797 -2.775 2.268 -0.7607
C -3.800 4.110 2.327 -1.3109
C -3.951 -1.991 2.493 1.9844
C 1.473 2.345 2.965 -0.2375
C 2.181 -1.990 3.326 0.4310
C 0.467 3.111 5.467 -1.1373
C -1.391 -5.540 3.921 -0.8011
C 2.319 2.896 3.922 -0.6999
C -0.814 1.802 2.182 -0.7833
C 1.822 3.278 5.176 -0.3792
C -2.738 2.139 0.661 -0.7496
C -4.190 -1.148 1.251 -1.6049
C -0.538 -2.517 3.428 0.3142
C -2.524 3.631 2.561 -0.1601
C -5.956 4.081 1.070 0.7675
C 3.656 -1.705 3.261 0.7168
C 0.199 -2.450 4.601 -0.8621
C 0.072 -2.293 2.201 -0.5683
C -2.759 0.053 3.535 -1.4275
C -2.762 -5.550 3.334 -0.6487
C 0.079 2.235 3.218 1.1947
C -3.993 2.658 0.404 -0.5706
C -4.544 3.594 1.271 0.5183
C -0.408 2.614 4.504 -0.2233
C 1.446 -2.021 2.145 -0.9745
C 1.574 -2.185 4.561 -0.8875
C -2.318 -4.409 4.190 -0.1986
C -4.726 -0.744 4.753 -2.3276
C -2.005 2.514 1.829 1.0145
C -5.175 -2.870 2.724 -2.1413
C -3.581 -1.171 3.850 1.8990
B -2.148 -2.874 3.541 1.4734
H -1.927 4.110 3.337 0.7097
H 2.139 -2.133 5.488 0.4418
H -2.033 -0.154 2.733 -0.4253
H 3.384 3.004 3.705 0.4140
H -2.300 1.421 -0.038 0.3503
H 2.497 3.678 5.933 0.4161
H -4.561 2.314 -0.455 0.5107
H -0.280 -2.638 5.559 0.4202
H -2.174 0.352 4.414 0.5089
H -1.210 -6.241 4.739 0.2842
H -4.994 -0.422 1.427 0.2781
H -3.394 0.894 3.231 0.3515
H 1.859 2.013 1.998 0.3776
H -3.469 -6.263 3.768 0.2369
H 1.921 -1.833 1.182 0.4135
H -0.558 -5.373 3.234 0.1474
H 0.077 3.352 6.455 0.4124
H -5.267 -3.614 1.924 0.4461
H -0.491 -2.351 1.269 0.4986
H -1.463 2.496 4.725 0.5873
H -2.767 -4.353 5.192 0.4176
H -3.277 -0.621 0.945 0.0532
H -4.223 4.878 2.970 0.4547
H -4.293 -0.274 5.638 0.4431
H -0.432 1.073 1.457 0.3974
H -5.362 -0.012 4.247 0.3036
H -6.071 -2.240 2.708 0.4295
H -4.489 -1.806 0.427 0.5448
H -5.122 -3.396 3.686 0.3407
H -2.848 -5.386 2.257 0.1624
H -5.327 -1.600 5.069 0.4286
```

Summary:
HOMO level = -6.76 eV
HOMO-LUMO gap = 2.79 eV
Energy above the lowest of the compared OMol25 structures with the same formula, charge and spin = 5.24 kcal per mole
LUMO = -3.9724 eV
Total energy = -52688.174 eV
Total charge = 0